Version i
Computed, not measured: an isolated molecule of C3H3Br2N, with ωB97M-V/def2-TZVPD.

- E_HOMO (spin up / spin down) (eV) = -9.294 / -9.295
- gap between HOMO and LUMO (spin up / spin down) (eV) = 9.262 / 9.264

Each line ends with the Löwdin charge.
Cartesian coordinates (Å):
Br 0.7245 2.4995 -0.3118  0.748
Br 1.0535 -2.7040 0.5802  0.668
N 0.5144 -0.0993 1.5253  0.121
C 0.4231 -0.9012 0.5617  -0.943
C -0.2283 -0.2761 -0.6151  -0.270
C -0.3728 1.0723 0.1205  -0.600
H -1.1862 -0.7219 -0.8783  0.111
H -1.3263 1.3652 0.5266  0.059
H 0.3981 -0.2345 -1.5093  0.106

***

Version ii
Computed, not measured: a structure of composition C3H3Br2N, with ωB97M-V/def2-TZVPD.

- E_HOMO (eV) = -10.422
- gap between HOMO and LUMO (eV) = 9.674

Each line ends with the Löwdin charge.
Cartesian coordinates (Å):
Br 0.0863 2.3388 -1.0299  0.638
Br -1.7696 -0.2236 -1.4413  0.692
N 1.0243 -1.3442 -0.1977  -0.036
C 1.8275 -2.0098 -0.7559  -0.075
C -0.9223 0.9267 -0.1383  -1.142
C -0.3995 0.5155 1.0056  -0.203
H 0.5978 0.9388 1.1814  0.069
H 0.1089 -0.7235 -0.2078  -0.044
H -0.5533 -0.4187 1.5840  0.100

***

Relative energy of each structure, in hartree: version i 0.0000; version ii 0.0366.

***

Version i
Computed, not measured: a cluster of 2 separate species, CH4N2O3S in total, with ωB97M-V/def2-TZVPD.

- E_HOMO (eV) = -10.680
- gap between HOMO and LUMO (eV) = 10.703
- SMILES = O=S(=O)=O.[H]/N=C\N

Each line ends with the Löwdin charge.
Cartesian coordinates (Å):
S 1.6486 -0.2402 1.6097  0.618
O 1.5538 1.0638 2.3073  -0.313
O 2.7163 -0.4153 0.6588  -0.295
O 1.1433 -1.4010 2.2955  -0.308
N -0.2649 -0.1936 0.2008  0.032
N -1.6511 0.2376 -1.6903  0.093
C -0.4821 0.3432 -0.9451  -0.270
H -2.3359 -0.3834 -1.2934  0.096
H -0.6245 -1.0997 0.5833  0.102
H -1.8838 0.9479 -2.3762  0.101
H 0.1801 1.1405 -1.3503  0.143

***

Version ii
Computed, not measured: a structure of composition CH4N2O3S, with ωB97M-V/def2-TZVPD.

- E_HOMO (eV) = -10.309
- gap between HOMO and LUMO (eV) = 10.235

Each line ends with the Löwdin charge.
Cartesian coordinates (Å):
S 0.7529 1.0102 -0.7391  0.817
O 1.5916 0.1178 0.0475  -0.452
O 4.1329 -0.6474 0.6029  -0.055
O 0.4072 0.6284 -2.0806  -0.431
N -3.3467 -0.1502 -0.0213  0.102
N -1.1597 0.9072 0.4620  0.059
C -2.1556 0.3596 0.3687  -0.300
H 4.0759 -1.2741 -0.1548  0.062
H -3.5440 -1.1097 0.3842  0.138
H -4.1127 0.5405 0.1483  0.129
H 3.3582 -0.3821 0.9822  -0.068

***

Relative energy of each structure, in hartree: version i 0.0000; version ii 0.0105.

***

Version i
Computed, not measured: a structure of composition C4H7O2, with ωB97M-V/def2-TZVPD.

- total charge = -1
- E_HOMO (eV) = -2.743
- gap between HOMO and LUMO (eV) = 7.115

Each line ends with the Löwdin charge.
Cartesian coordinates (Å):
O -3.1717 0.4608 -0.8878  -0.044
O -2.6663 -0.8059 0.8847  -0.017
C -0.6061 0.2935 -0.4008  -0.346
C 0.0573 0.8400 0.8270  -0.168
C 0.0600 -1.0073 -0.6206  -0.172
C -2.5020 -0.0917 -0.0586  -0.691
H 1.1541 -0.9734 -0.6337  0.060
H -0.7041 1.1333 -1.1871  0.115
H -0.2047 -1.5828 -1.4438  0.046
H -0.3467 1.8070 1.0892  0.063
H -0.0993 -1.5571 0.2392  0.042
H 1.1580 0.9627 0.5416  0.073
H 0.1420 0.0532 1.5113  0.040

***

Version ii
Computed, not measured: the ion C4H7O2 with charge -1, with ωB97M-V/def2-TZVPD.

- total charge = -1
- E_HOMO (eV) = -2.197
- gap between HOMO and LUMO (eV) = 6.642
- SMILES = [O-]/C=C\CCO

Each line ends with the Löwdin charge.
Cartesian coordinates (Å):
O -0.4191 -0.2473 2.0771  -0.175
O -1.1820 1.4454 0.1751  -0.229
C 0.0243 0.2245 -1.3371  -0.215
C -1.1016 0.9771 -1.0215  -0.430
C 0.0568 -1.0896 0.9640  -0.218
C 0.9207 -0.2286 -0.1515  -0.227
H 0.8072 -1.7895 1.4125  0.083
H -0.8544 -1.5045 0.4825  0.098
H -1.7122 1.6290 -1.6898  0.077
H 1.4959 0.6547 0.1879  0.080
H 1.9630 -0.6486 -0.3410  0.082
H -0.2975 0.6258 1.6523  0.028
H 0.2989 -0.0483 -2.4105  0.046

***

Relative energy of each structure, in hartree: version i 0.0000; version ii 0.0650.